C15H22N2O5S | wB97M-V/def2-TZVPD

Atoms and positions in Å:
H -4.69 0.56 1.82
O -3.77 -1.50 -1.26
C -6.56 0.52 0.74
H 6.11 0.14 -0.94
C -1.00 0.48 0.57
H 0.45 0.47 -2.99
O 6.01 -1.73 -0.09
H 3.74 0.19 -1.67
O 3.24 1.47 1.96
H -1.82 -0.49 -2.54
C 4.06 -0.54 -0.93
H 6.10 -2.04 1.90
H -1.42 0.46 1.57
C 5.57 -0.81 -1.05
N 3.77 -0.08 0.41
H 3.69 2.47 -0.86
H -6.22 -1.45 1.55
C 0.02 0.47 -2.00
H -4.67 0.87 -1.06
H 4.05 -0.58 2.40
H 3.51 -1.48 -1.10
C 4.24 -1.01 1.42
C -5.13 1.03 0.94
H -7.17 0.85 1.58
C 0.78 1.01 -0.95
H -7.63 -1.34 0.49
N -4.24 0.74 -0.16
H 3.70 -1.95 1.32
C 3.30 1.12 0.79
H 5.80 -1.24 -2.02
H 2.31 2.91 0.18
O 2.00 1.49 -1.31
C -6.61 -1.00 0.64
O -3.40 -1.24 1.18
S -3.36 -0.69 -0.14
H 6.29 -0.33 1.41
C -1.23 -0.06 -1.76
H 0.82 1.41 1.17
C 0.26 1.01 0.34
C -1.73 -0.05 -0.47
H -6.00 -1.36 -0.19
C 5.74 -1.26 1.22
H -6.97 0.96 -0.17
C 2.82 2.07 -0.31
H -5.14 2.12 1.10

Lowest unoccupied orbital energy = 0.6 eV
Total charge = 0
Structure (SMILES) = CCCNS(=O)(=O)c1ccc(OCC(=O)N2CCOCC2)cc1
Energy above the lowest of the compared OMol25 structures with the same formula, charge and spin = 36.17 kcal per mole
M = 342.42 g/mol

---

C15H22N4O4S2 | wB97M-V/def2-TZVPD

Atoms and positions in Å:
H -2.78 1.02 -3.59
H -4.55 0.92 -3.79
O -3.43 1.02 -0.17
H 1.21 2.14 -1.44
C 3.24 -0.98 1.32
C -0.55 -1.29 -1.18
H 1.09 -1.17 1.18
C -1.96 0.03 3.84
H -1.31 2.01 -1.22
C 1.85 -1.03 1.96
C -0.69 1.12 -1.25
H -2.63 -1.54 -3.52
H 1.45 -2.09 -1.30
C 1.43 0.03 -1.33
O 3.66 1.39 -1.65
H 4.00 -0.98 2.11
H 3.86 1.56 2.03
S -3.06 -0.21 -0.80
C -0.92 0.05 2.85
H -0.98 -0.86 2.25
O -3.29 -1.44 -0.11
N -2.76 0.02 4.66
N -3.81 -0.29 -2.28
C 0.46 0.16 3.57
H 3.41 -1.83 0.67
C 0.83 -1.21 -1.28
H -1.06 -2.23 -1.08
C 1.72 1.37 1.88
O 3.80 -1.08 -1.56
H -1.08 0.91 2.19
H 0.95 1.37 1.09
C -3.74 0.92 -3.06
C -1.29 -0.12 -1.13
H -3.64 -2.33 -2.28
H 3.19 2.25 0.53
H 0.56 -0.70 4.24
H -4.40 -1.65 -3.73
H 1.58 2.25 2.51
H 0.47 1.06 4.18
N 1.63 0.19 2.72
H -3.88 1.75 -2.38
S 3.22 0.14 -1.11
C -3.60 -1.52 -3.00
C 3.11 1.43 1.24
C 0.69 1.20 -1.36
H 1.80 -1.87 2.65
N 3.43 0.21 0.53

Lowest unoccupied orbital energy = -0.3 eV
Total charge = 0
Structure (SMILES) = CN(C)S(=O)(=O)c1ccc(S(=O)(=O)N2CCN(CCC#N)CC2)cc1
Energy above the lowest of the compared OMol25 structures with the same formula, charge and spin = 0.00 kcal per mole
M = 386.50 g/mol

---

C15H22NO2 | wB97M-V/def2-TZVPD

Atoms and positions in Å:
C 2.14 -1.70 2.62
H -3.04 0.84 1.96
C -2.09 -1.59 2.15
O -0.72 -1.46 -2.72
H -1.99 1.08 0.06
C -2.08 0.92 2.48
H -0.41 -3.36 -1.99
N -2.57 0.82 -0.73
H -3.14 -1.37 1.97
H -3.18 2.79 -1.32
C -2.95 0.28 -2.98
C 0.16 -2.56 -2.46
H -1.56 1.82 2.15
C 2.92 -0.53 2.65
H -1.16 1.22 -2.25
H -1.72 -2.23 1.34
C -3.60 1.78 -1.14
H -5.01 0.71 -2.41
C -0.99 -0.77 -1.61
H -3.33 -0.75 -2.98
H 2.62 -2.68 2.73
C 0.09 -0.37 2.32
C 0.77 -1.63 2.43
H -2.54 0.51 -3.96
H 0.98 -2.26 -1.81
H -2.01 -2.17 3.08
H 0.53 -2.87 -3.43
H -4.19 2.06 -3.25
C 2.28 0.72 2.56
H 0.43 1.79 2.33
C -1.86 0.43 -1.89
C -4.06 1.25 -2.52
O -0.53 -1.04 -0.51
H 4.00 -0.59 2.73
C -1.33 -0.32 2.22
H -4.42 1.88 -0.41
C 0.90 0.81 2.39
H 0.19 -2.55 2.40
H -2.30 1.05 3.55
H 2.88 1.64 2.61

Lowest unoccupied orbital energy = -5.6 eV
Total charge = +1
Energy above the lowest of the compared OMol25 structures with the same formula, charge and spin = 0.00 kcal per mole
M = 248.35 g/mol

---

C15H22O3 | wB97M-V/def2-TZVPD

Atoms and positions in Å:
H 4.06 1.36 -0.62
C 3.00 1.60 -0.85
H 1.13 -3.14 0.84
C 2.24 3.67 -0.41
H -3.71 -2.58 0.46
C -0.27 -0.77 0.05
H 1.45 4.26 -0.72
C 0.81 3.10 1.83
H -0.73 -2.49 -1.26
C 1.27 -0.98 0.44
C -2.66 -2.53 0.11
H 0.30 2.40 2.52
H 2.87 -0.08 1.50
H 2.32 1.09 -2.66
O 0.34 4.20 2.07
H -0.85 0.43 1.67
H -2.96 -1.06 -2.93
C 2.20 1.52 0.39
C 1.70 2.78 0.70
O 2.84 2.96 -1.38
H -2.29 -3.43 -0.41
H -3.74 -2.48 -2.25
C -1.20 -0.08 0.78
H 1.97 -1.21 -0.38
H -3.36 -0.14 0.97
H -4.37 -0.93 -1.86
H -2.08 -2.50 0.94
H 2.12 -2.18 2.02
O 2.55 0.68 -1.85
C -3.42 -1.38 -2.00
C 1.26 -2.17 1.33
C -2.46 -1.34 -0.76
H -2.58 0.85 -0.36
H 1.22 0.44 2.03
C -0.96 -1.42 -1.16
H -0.67 -0.79 -2.09
C 1.89 0.23 1.16
H 3.06 4.26 0.11
H 0.32 -2.05 1.90
C -2.60 -0.12 0.11

Lowest unoccupied orbital energy = 0.0 eV
Total charge = 0
Structure (SMILES) = C[C@H](CC1=C(C=O)CO[C@@H]1O)C1=CCC(C)(C)C1
Energy above the lowest of the compared OMol25 structures with the same formula, charge and spin = 104.68 kcal per mole
M = 250.34 g/mol

---

C15H22O3 | wB97M-V/def2-TZVPD

Atoms and positions in Å:
H -0.59 -1.58 -2.38
O 4.92 -1.68 0.58
C -1.86 -0.65 -0.86
H -0.19 -2.01 -0.69
C -1.56 0.74 -0.20
C 3.43 -1.75 0.75
O 1.52 1.17 1.92
H -2.96 -1.27 -2.78
C 2.42 -1.78 -1.96
H -1.91 1.58 -0.81
H -3.65 0.03 -1.83
C 2.76 -0.51 0.34
C -2.69 -0.39 -2.14
H 2.92 1.49 -0.77
C 2.19 -1.21 2.49
H 3.01 -2.57 0.24
H -2.06 0.74 0.79
H 1.80 -2.62 -1.62
H 4.16 0.31 -1.11
H 2.14 -1.48 -2.95
O 3.35 -1.95 2.14
H -2.19 0.28 -2.79
H -2.73 -2.65 -0.35
H 5.11 -1.24 1.45
H 3.57 -2.04 -1.81
C 2.07 -0.61 -1.06
C 3.16 0.42 -0.87
H -2.53 -1.45 1.05
C 0.00 0.90 -0.02
H 0.33 1.96 -0.16
H -0.21 -0.23 1.84
C 0.56 -0.06 -1.18
H 2.09 -0.95 3.54
H 1.51 -2.05 2.25
C -2.78 -1.56 0.03
C 2.02 -0.06 1.56
H -3.91 -1.29 0.00
H 0.49 0.51 -2.11
C -0.53 -1.21 -1.31
C 0.50 0.40 1.27

Lowest unoccupied orbital energy = 0.6 eV
Total charge = 0
Structure (SMILES) = CC1(C)C[C@H]2[C@@H]3O[C@@]34CO[C@H](O)[C@]43C[C@]3(C)[C@H]2C1
Energy above the lowest of the compared OMol25 structures with the same formula, charge and spin = 126.33 kcal per mole
M = 250.34 g/mol

---

Looking at orbital gap for the records above, in order, we have 9.6; 8.8; 6.2; 8.8; 9.3 eV.